{"formula": "CH5N2O6P2", "method": "the ωB97M-V functional and the def2-TZVPD basis", "symbols": ["C", "N", "N", "O", "O", "O", "O", "O", "O", "P", "P", "H", "H", "H", "H", "H"], "positions_angstrom": [[1.1307, -1.5615, 0.4862], [1.8011, 1.6242, 0.0430], [4.5303, 0.2653, 0.3703], [0.6859, 2.4103, 0.2163], [4.2083, 1.0158, 1.1556], [3.3244, -0.3361, -0.4080], [-1.1363, 1.0284, 1.2525], [-1.7404, 2.9512, -0.2262], [-0.4378, 0.7483, -1.2103], [1.8401, 0.0686, -0.0877], [-0.7578, 1.7204, -0.1754], [0.0541, -1.6281, 0.4771], [1.7768, -2.3204, 0.0099], [1.2269, -1.6802, 1.6460], [-1.8250, 1.4246, 1.8112], [-1.7790, 3.6198, -1.0129]], "forces_ev_per_angstrom": [[0.3, 0.5, 2.3], [-0.7, -0.2, 0.1], [0.8, 1.6, 1.8], [0.3, 0.0, -0.1], [0.8, -0.9, -0.9], [-1.5, -0.3, -0.7], [-0.1, 0.5, -1.6], [0.4, 0.8, -2.0], [-0.6, -0.6, -0.5], [0.2, -0.9, 0.3], [0.0, 0.4, 2.8], [-0.3, -0.1, -1.2], [-0.8, 0.3, 0.0], [0.7, 0.7, -1.8], [0.2, 0.1, -0.3], [0.3, -1.9, 1.9]], "smiles": "CP(#[N+]OP(=O)(O)O)ON=O", "gap_ev": [8.96, 8.96], "e_above_lowest_kj_mol": 0.0, "charge": 1, "max_force_ha_per_bohr": 0.056}